Density functional theory data (ωB97M-V/def2-TZVPD) for 13 unconnected molecules or ions with the total composition C70H194N27O17P9S4 in a non-equilibrium geometry.

Computed properties:
- HOMO-LUMO gap: 0.2918 hartree
- Electronic energy: -10206.26263 Eh
- M: 2093.53 g/mol
- LUMO: 0.05 eV

The geometry in XYZ format:
```
321
C70H194N27O17P9S4, DFT ωB97M-V/def2-TZVPD
C -8.003 1.880 0.763
C -7.334 1.918 2.149
C -6.865 0.631 2.658
S -6.396 -0.142 1.188
O -6.567 -1.588 1.295
O -5.137 0.364 0.730
C -7.694 0.479 0.180
H -7.655 2.661 0.072
H -9.085 2.063 0.897
H -8.015 2.354 2.882
H -6.467 2.583 2.180
H -7.652 -0.023 3.065
H -6.046 0.619 3.341
H -8.437 -0.293 0.357
H -7.347 0.445 -0.860
C 1.249 -3.379 5.474
C 1.947 -4.070 4.323
C 0.953 -4.988 3.582
S -0.608 -4.072 3.730
O -1.622 -4.836 4.453
O -0.939 -3.508 2.442
C 0.023 -2.812 4.835
H 1.786 -2.525 5.815
H 0.943 -4.057 6.271
H 2.750 -4.678 4.726
H 2.444 -3.290 3.697
H 0.902 -5.917 4.127
H 1.233 -5.117 2.517
H -0.845 -2.643 5.505
H 0.259 -1.919 4.168
C -3.782 -6.100 -0.285
C -4.512 -5.118 0.624
C -4.828 -3.913 -0.271
S -5.275 -4.584 -1.853
O -4.478 -3.886 -2.830
O -6.664 -4.612 -2.081
C -4.579 -6.168 -1.591
H -3.651 -7.077 0.221
H -2.766 -5.721 -0.445
H -3.830 -4.875 1.401
H -5.392 -5.596 1.033
H -3.843 -3.499 -0.539
H -5.570 -3.137 0.073
H -4.071 -6.519 -2.476
H -5.413 -6.852 -1.460
C -4.172 4.028 0.744
C -3.857 3.016 1.904
C -2.731 3.710 2.712
S -3.135 5.404 2.610
O -1.971 6.206 2.186
O -3.695 5.778 3.868
C -4.421 5.401 1.348
H -5.022 3.769 0.084
H -3.297 4.046 0.031
H -3.526 2.022 1.520
H -4.667 2.830 2.602
H -1.837 3.524 2.161
H -2.730 3.344 3.761
H -4.298 6.317 0.776
H -5.393 5.424 1.832
O 0.744 -7.378 -4.635
P 1.592 -6.292 -4.204
N 3.097 -6.361 -4.809
C 4.239 -5.496 -4.405
C 3.281 -7.310 -5.920
N 2.011 -6.156 -2.642
C 1.004 -5.827 -1.686
C 2.983 -6.956 -1.924
N 0.704 -4.881 -4.470
C 1.260 -3.540 -4.227
C -0.147 -4.825 -5.618
H 4.531 -4.795 -5.218
H 5.144 -6.150 -4.252
H 3.969 -4.773 -3.617
H 4.084 -8.033 -5.686
H 3.473 -6.894 -6.910
H 2.359 -7.866 -5.973
H 0.352 -5.069 -2.067
H 0.378 -6.699 -1.435
H 1.444 -5.467 -0.737
H 2.489 -7.742 -1.346
H 3.741 -7.388 -2.515
H 3.534 -6.319 -1.191
H 2.354 -3.413 -4.245
H 0.861 -2.885 -5.005
H 1.009 -3.077 -3.288
H 0.400 -4.457 -6.497
H -0.926 -4.089 -5.435
H -0.503 -5.810 -5.877
O 4.587 -2.119 2.357
P 4.756 -2.036 0.939
N 3.581 -2.889 0.159
C 2.279 -2.965 0.751
C 3.555 -3.219 -1.189
N 6.113 -2.593 0.276
C 7.311 -1.861 0.192
C 6.239 -3.989 -0.134
N 4.624 -0.470 0.492
C 3.855 0.470 1.287
C 4.594 -0.139 -0.992
H 1.603 -2.234 0.307
H 2.339 -2.709 1.806
H 1.826 -3.939 0.656
H 2.856 -2.531 -1.692
H 3.256 -4.261 -1.369
H 4.481 -3.063 -1.814
H 7.932 -2.057 1.013
H 7.931 -2.117 -0.745
H 7.112 -0.760 0.181
H 6.413 -4.209 -1.212
H 7.164 -4.376 0.383
H 5.373 -4.555 0.185
H 4.342 1.433 1.395
H 2.829 0.661 0.913
H 3.842 0.024 2.232
H 5.105 0.782 -1.202
H 3.570 -0.097 -1.342
H 5.148 -0.806 -1.624
O -2.958 1.655 -4.995
P -4.080 0.688 -4.957
N -4.116 -0.206 -3.626
C -2.946 -0.944 -3.135
C -5.344 -0.479 -2.910
N -4.055 -0.355 -6.227
C -3.574 0.126 -7.518
C -4.400 -1.726 -6.262
N -5.485 1.509 -5.037
C -6.845 1.038 -5.283
C -5.632 2.793 -4.429
H -2.977 -0.821 -2.064
H -2.011 -0.596 -3.619
H -3.079 -2.042 -3.257
H -5.302 -0.042 -1.883
H -5.594 -1.566 -2.945
H -6.221 -0.024 -3.445
H -2.809 -0.581 -7.815
H -4.366 0.109 -8.237
H -3.044 1.058 -7.506
H -4.553 -2.070 -5.243
H -5.216 -1.953 -6.948
H -3.582 -2.398 -6.649
H -7.577 1.134 -4.452
H -7.323 1.566 -6.098
H -6.933 -0.018 -5.539
H -6.579 3.203 -4.807
H -4.844 3.493 -4.725
H -5.743 2.706 -3.304
O -5.631 -0.834 6.817
P -5.173 -2.160 6.275
N -4.223 -1.873 4.941
C -3.990 -2.870 3.931
C -3.556 -0.611 4.863
N -6.365 -3.167 5.774
C -7.065 -3.977 6.723
C -7.103 -3.021 4.528
N -4.246 -3.015 7.411
C -4.093 -2.468 8.735
C -3.884 -4.419 7.077
H -2.933 -2.844 3.605
H -4.516 -2.592 2.998
H -4.233 -3.877 4.272
H -3.800 -0.103 3.939
H -2.460 -0.824 4.865
H -3.868 -0.090 5.785
H -6.567 -3.924 7.682
H -8.104 -3.723 6.733
H -7.120 -5.041 6.501
H -8.174 -2.757 4.664
H -6.728 -2.206 3.936
H -7.039 -3.946 3.925
H -3.125 -1.934 8.826
H -4.849 -1.702 8.920
H -4.116 -3.287 9.447
H -4.003 -4.518 6.014
H -4.500 -5.119 7.594
H -2.835 -4.583 7.241
O -0.984 -0.281 7.710
P -0.616 1.106 8.025
N 0.499 1.199 9.268
C 1.627 2.102 9.294
C 0.473 0.269 10.396
N -1.931 2.005 8.390
C -1.800 3.147 9.368
C -3.242 1.339 8.574
N 0.182 1.803 6.777
C 1.197 0.926 6.162
C -0.645 2.404 5.725
H 1.516 2.872 8.551
H 2.559 1.582 9.094
H 1.633 2.744 10.217
H -0.456 -0.309 10.471
H 0.702 0.867 11.279
H 1.281 -0.411 10.226
H -2.458 4.007 9.144
H -2.123 2.869 10.375
H -0.722 3.484 9.354
H -3.355 0.663 7.696
H -3.130 0.686 9.482
H -4.103 1.973 8.698
H 1.830 1.583 5.565
H 1.807 0.462 6.924
H 0.812 0.118 5.509
H -0.854 1.688 4.937
H -0.098 3.267 5.368
H -1.595 2.730 6.191
O 2.408 5.579 -2.755
P 1.011 6.114 -2.717
N 0.369 6.334 -1.204
C 0.023 5.163 -0.395
C 1.009 7.307 -0.310
N -0.033 5.058 -3.473
C 0.399 4.490 -4.770
C -1.459 5.204 -3.281
N 0.807 7.594 -3.508
C -0.409 8.350 -3.250
C 1.828 8.103 -4.369
H 0.878 4.888 0.226
H -0.123 4.291 -1.038
H -0.821 5.372 0.250
H 1.935 6.842 0.105
H 0.341 7.379 0.535
H 1.075 8.296 -0.763
H 1.371 3.955 -4.716
H -0.457 3.822 -5.024
H 0.419 5.285 -5.493
H -1.925 4.195 -3.206
H -1.665 5.914 -2.429
H -1.988 5.692 -4.093
H -0.812 8.010 -2.355
H -0.086 9.402 -3.231
H -1.180 8.211 -4.006
H 1.761 9.234 -4.523
H 1.741 7.699 -5.368
H 2.818 7.852 -4.054
O 4.846 -2.452 -4.685
P 5.089 -1.157 -5.313
N 6.461 -0.365 -4.904
C 7.617 -1.218 -5.147
C 6.657 0.784 -3.935
N 3.943 -0.093 -4.784
C 3.739 1.141 -5.605
C 2.849 -0.416 -3.910
N 5.143 -1.330 -6.923
C 4.598 -2.418 -7.687
C 5.610 -0.152 -7.736
H 7.837 -1.996 -4.393
H 8.480 -0.559 -5.228
H 7.570 -1.595 -6.161
H 5.733 1.247 -3.680
H 7.250 1.507 -4.488
H 7.224 0.491 -3.030
H 2.833 0.991 -6.264
H 3.518 2.033 -4.992
H 4.538 1.391 -6.264
H 2.912 0.334 -3.145
H 1.900 -0.452 -4.460
H 3.014 -1.419 -3.488
H 3.471 -2.328 -7.687
H 4.885 -2.379 -8.775
H 4.940 -3.414 -7.464
H 6.247 -0.464 -8.562
H 6.098 0.514 -7.063
H 4.721 0.345 -8.146
O 1.146 -0.469 -1.107
P -0.068 0.043 -0.482
N -0.674 1.332 -1.289
C 0.161 1.971 -2.240
C -2.039 1.787 -1.225
N -0.010 0.595 1.075
C -0.071 -0.315 2.215
C 0.242 1.953 1.407
N -1.199 -1.153 -0.303
C -1.031 -2.473 -1.018
C -2.379 -1.041 0.519
H -0.216 1.940 -3.262
H 1.161 1.504 -2.316
H 0.297 3.036 -2.089
H -2.430 2.053 -2.242
H -2.108 2.672 -0.589
H -2.625 0.998 -0.839
H 0.018 -1.380 1.894
H 0.784 -0.164 2.914
H -0.996 -0.215 2.778
H -0.430 2.631 0.900
H 0.183 2.059 2.505
H 1.281 2.277 1.214
H -1.801 -2.624 -1.782
H -0.024 -2.518 -1.452
H -1.154 -3.283 -0.294
H -2.413 -1.794 1.345
H -3.274 -1.154 -0.038
H -2.394 0.010 0.902
O 5.502 5.084 1.445
P 6.125 4.600 0.160
N 7.353 3.531 0.157
C 7.186 2.130 0.450
C 8.681 4.056 0.485
N 6.772 5.816 -0.676
C 6.437 7.160 -0.313
C 7.493 5.721 -1.903
N 4.864 3.855 -0.719
C 5.007 3.554 -2.049
C 3.554 3.796 -0.104
H 7.970 1.466 0.090
H 6.215 1.749 0.098
H 7.215 1.964 1.541
H 8.679 5.097 0.215
H 9.464 3.517 -0.061
H 8.848 3.908 1.531
H 7.396 7.752 -0.404
H 5.720 7.490 -1.048
H 6.009 7.168 0.649
H 6.868 6.129 -2.697
H 8.454 6.248 -1.836
H 7.739 4.704 -2.104
H 4.286 2.764 -2.378
H 4.722 4.390 -2.706
H 6.036 3.196 -2.339
H 3.610 3.344 0.885
H 2.949 3.199 -0.781
H 2.988 4.738 -0.036
```

Here are the Löwdin charges for atoms 1 to 4, given in e: C -0.1593; C -0.2385; C -0.2451; S 0.6421